DFT (wB97M-V/def2-TZVPD) results for the ion C5H8N3O with charge +1.

- SMILES: N[N+]1=C(O)C=CCN=C1
- Maximum force: 6.0 eV/Å
- Total energy: -434.474936 Ha

```
! RIJCOSX wB97M-V def2-TZVPD def2/J DEFGRID3
* xyz 1 1
N 2.183 1.221 -0.082
N 0.871 0.578 0.034
C 0.896 -0.779 0.087
O 2.034 -1.274 -0.043
C -0.247 -1.668 0.242
C -1.553 -1.390 0.036
C -2.126 0.029 -0.257
N -1.442 1.207 0.213
C -0.248 1.483 0.177
H 2.252 1.592 0.837
H 2.425 1.806 -0.835
H 2.850 -0.749 -0.178
H -0.095 -2.649 0.445
H -2.242 -2.109 0.090
H -2.323 0.037 -1.294
H -3.221 0.209 0.176
H -0.013 2.455 0.350
*
```

DFT (wB97M-V/def2-TZVPD) results for a structure of composition C8H4AsN2O5ReS4.

- Maximum force: 0.4 eV/Å
- Total energy: -4699.066051 Ha

```
! RIJCOSX wB97M-V def2-TZVPD def2/J DEFGRID3
* xyz 2 1
Re 1.189 -1.863 1.534
S 3.717 -5.301 2.442
As 3.379 -3.947 3.844
S 2.563 -2.795 0.297
S 1.048 -3.056 3.332
S 3.946 -2.806 5.351
O 2.377 2.135 2.082
C 2.114 1.023 2.011
N 1.842 -0.165 1.956
O -2.970 -2.194 -0.608
C -2.602 -1.180 -0.898
O -0.328 -1.808 0.785
C -2.169 0.092 -1.273
C -3.191 1.004 -1.621
C -2.834 2.278 -2.012
C -1.493 2.647 -2.043
C -0.523 1.725 -1.679
C -0.809 0.440 -1.302
N 0.905 2.128 -1.649
O 1.204 3.134 -2.230
O 1.650 1.403 -1.012
H -4.231 0.707 -1.586
H -3.599 2.989 -2.291
H -1.191 3.643 -2.344
H 0.007 -0.235 -1.084
*
```

DFT (wB97M-V/def2-TZVPD) results for a cluster of 2 separate species, CH8N6 in total.

- Maximum force: 5.1 eV/Å
- Total energy: -370.595871 Ha

```
! RIJCOSX wB97M-V def2-TZVPD def2/J DEFGRID3
* xyz 2 1
C 1.073 -1.696 0.712
N 0.933 -1.724 2.026
N 0.590 -0.728 -0.093
N 0.840 -0.790 -1.355
N -1.844 2.257 -1.717
N 0.510 -0.928 2.823
N -0.881 1.611 -1.228
H 1.620 -2.540 0.301
H 1.554 -1.284 -1.829
H 0.295 -0.049 -1.881
H -2.454 2.083 -2.547
H -2.196 3.245 -1.417
H 0.704 -1.242 3.859
H -0.195 -0.227 2.646
H -0.549 2.013 -0.301
*
```

DFT (wB97M-V/def2-TZVPD) results for a cluster of 11 separate species, H22O11 in total.

- SMILES: O.O.O.O.O.O.O.O.O.O.O
- Maximum force: 5.1 eV/Å
- Total energy: -840.713559 Ha

```
! RIJCOSX wB97M-V def2-TZVPD def2/J DEFGRID3
* xyz 0 1
O -0.225 0.893 -0.744
H -0.741 1.527 -0.142
H 0.402 0.492 -0.078
O -4.511 1.679 -0.920
H -3.803 1.989 -1.534
H -4.262 1.776 0.004
O 4.181 -3.226 0.280
H 3.225 -2.922 0.317
H 4.281 -3.328 -0.602
O 0.014 -0.462 -3.193
H -0.940 -0.747 -3.376
H 0.439 -0.477 -4.021
O 1.619 -2.428 3.734
H 2.521 -2.735 3.409
H 1.730 -1.460 3.612
O -3.626 0.275 1.900
H -4.083 1.115 1.889
H -3.789 -0.247 1.049
O 3.304 0.988 -0.279
H 3.129 1.648 0.380
H 4.140 0.500 0.035
O -1.563 1.778 -4.629
H -0.875 1.639 -3.902
H -1.756 2.704 -4.752
O -0.499 0.831 3.358
H -0.927 1.479 2.826
H -0.815 0.947 4.276
O -1.481 -0.416 1.741
H -0.716 -0.658 2.134
H -2.229 -0.386 2.350
O 2.429 -1.099 -1.429
H 3.274 -1.301 -1.733
H 2.155 -0.367 -1.961
*
```

DFT (wB97M-V/def2-TZVPD) results for a structure of composition C20H41B2BrCaClF5KN5O11PS.

- Maximum force: 5.5 eV/Å
- Total energy: -7487.800035 Ha

```
! RIJCOSX wB97M-V def2-TZVPD def2/J DEFGRID3
* xyz 1 1
N 1.486 2.839 1.823
B 1.922 2.444 0.506
O 2.082 3.317 -0.588
N 2.217 0.964 0.206
C 1.227 0.155 0.244
N 1.402 -1.234 -0.030
C 1.392 -1.887 1.323
C 0.113 -1.431 2.129
C -0.824 -0.456 1.334
N -0.094 0.621 0.585
C -0.856 0.856 -0.683
C -2.265 1.506 -0.386
C -2.383 2.997 -0.984
C -3.868 3.516 -0.762
O -4.054 4.628 -0.442
O -5.052 2.682 -0.920
P 3.936 0.583 -0.197
O 4.336 -0.929 0.330
Br 3.943 0.553 -2.476
H 1.965 3.727 2.005
H 0.476 2.990 1.856
H 2.985 3.688 -0.624
H 0.640 -1.590 -0.611
H 1.469 -2.991 1.269
H 2.272 -1.466 1.869
H -0.493 -2.332 2.393
H 0.377 -0.949 3.102
H -1.536 0.065 2.024
H -1.461 -1.067 0.632
H -1.001 -0.088 -1.265
H -0.285 1.589 -1.309
H -2.433 1.626 0.742
H -3.111 0.868 -0.824
H -1.691 3.635 -0.396
H -2.079 2.962 -2.055
H -5.315 2.390 -0.030
H 4.216 -1.542 -0.435
O 1.963 5.365 -2.974
H 1.194 5.106 -3.493
H 2.126 4.607 -2.402
C 3.836 5.093 3.667
O 4.445 5.646 4.597
O 4.479 3.955 3.175
O 2.769 5.349 3.090
H 5.227 4.019 3.803
K -4.946 1.263 1.235
C -1.032 3.487 -6.495
S -2.111 3.478 -5.055
O -1.585 2.442 -4.107
C -3.537 2.767 -5.893
H -0.057 3.865 -6.191
H -0.925 2.474 -6.884
H -1.452 4.142 -7.258
H -3.271 1.800 -6.321
H -3.873 3.446 -6.677
H -4.334 2.635 -5.163
O 3.726 2.385 4.945
H 2.969 2.034 4.462
F 5.255 -3.189 -1.042
C 5.160 -4.284 -0.271
C 4.513 -5.408 -0.761
C 4.421 -6.536 0.036
C 4.965 -6.523 1.313
C 5.608 -5.385 1.796
C 5.711 -4.260 0.995
H 4.089 -5.393 -1.757
H 3.926 -7.425 -0.335
H 4.882 -7.406 1.928
H 6.035 -5.367 2.805
H 6.214 -3.366 1.348
B 6.300 0.593 3.378
F 5.023 0.334 2.790
F 6.661 1.938 3.153
F 6.249 0.335 4.756
F 7.270 -0.270 2.760
C -7.859 -1.980 -1.171
C -8.026 -2.029 0.309
O -7.504 -1.270 1.118
N -8.944 -2.979 0.965
C -9.300 -4.248 0.286
H -6.985 -1.377 -1.407
H -7.705 -2.979 -1.583
H -8.744 -1.525 -1.628
H -9.785 -2.420 1.177
H -8.526 -3.098 1.896
H -9.831 -4.022 -0.635
H -9.943 -4.815 0.956
H -8.386 -4.806 0.089
Ca 5.624 -7.435 3.390
Cl 8.366 -1.998 3.930
*
```

Values of LUMO level, in order: -4.980 -8.928 -11.055 0.020 -5.213, all in eV.
Values of ΔE to the lowest compared entry with this formula, charge and spin, in order: 318.1 169.6 0.0 437.3 0.0, all in kJ/mol.
Values of HOMO, in order: -14.13 -16.17 -17.30 -9.88 -6.20, all in eV.